No. 1
Density functional theory data (ωB97M-V/def2-TZVPD) for C4H6GaO2 as an isolated structure.

XYZ file:
```
13
Properties=species:S:1:pos:R:3:forces:R:3:mulliken_charge:R:1
O -0.592322 0.539578 0.065563 2.99 0.30 0.13 0.0046
C 0.585212 0.208517 -0.125848 -3.41 1.96 -1.64 0.4094
O 0.882134 -0.977970 -0.729791 2.40 0.81 2.63 -0.0147
C -1.754015 -0.372917 -0.133339 -2.50 -0.04 0.57 -0.2062
C -3.002577 0.399080 0.180301 0.39 -0.31 -0.52 -1.1230
H -1.699778 -0.694404 -1.178763 0.26 -0.11 -0.41 0.4260
H -1.595614 -1.225776 0.534336 0.22 -0.18 0.02 0.3951
H -3.132585 1.241296 -0.510201 -0.03 0.03 0.15 0.3907
H -3.853541 -0.284680 0.058820 0.10 0.00 0.09 0.3994
H -2.997772 0.763488 1.214771 -0.14 0.05 0.09 0.3856
Ga 2.689074 0.820693 -0.158406 -0.17 0.86 0.29 1.3028
C 1.982051 -0.999123 0.149860 -0.67 -3.18 -1.93 0.1817
H 1.906672 -1.851688 0.837464 0.55 -0.20 0.52 0.4487
```
Positions in Å, forces in eV/Å.

## Properties
multiplicity: 1
charge: +3
HOMO level (spin up / spin down): -24.066 / -24.072 eV
HOMO-LUMO gap (spin up / spin down): 3.6 / 3.6 eV
lowest unoccupied orbital energy (spin up / spin down): -20.4338 / -20.4310 eV

---

No. 2
Density functional theory data (ωB97M-V/def2-TZVPD) for a 2-piece molecular cluster, C21H17N2O8S2 overall.

XYZ file:
```
50
Properties=species:S:1:pos:R:3:forces:R:3:mulliken_charge:R:1
C 2.609716 2.761571 1.246151 -0.17 -0.24 0.10 -0.4328
C 1.423689 3.264660 0.700423 -0.03 0.00 0.17 -0.5313
C 0.188474 2.869436 1.219528 -0.03 -0.12 -0.09 -0.1794
C 0.147360 1.943244 2.264472 0.22 0.25 0.25 0.1071
S -1.409681 1.352080 2.955407 0.32 -0.10 -0.54 1.4104
C -1.538727 -0.398114 2.536890 1.03 -0.17 0.11 -0.1502
C -1.635080 -1.358040 3.493574 -1.95 1.38 -1.16 -0.5899
S -1.424493 -0.774224 0.776610 0.69 -0.15 -0.04 1.0750
C 0.057076 -1.777572 0.625229 -0.10 -0.19 0.10 0.1764
C 1.286295 -1.164993 0.378832 -0.17 0.17 0.35 -0.3655
C 2.451126 -1.914259 0.510480 -0.04 -0.25 -0.16 -0.5091
C 2.379300 -3.274573 0.825872 -0.28 0.19 0.03 -0.4594
C 1.135982 -3.892568 0.990251 0.10 0.01 -0.22 -0.3931
C -0.033411 -3.151579 0.852032 0.02 0.22 0.28 -0.4882
O -2.551648 -1.597147 0.414913 0.10 0.15 0.07 -0.7179
O -1.111866 0.456044 0.086100 -0.53 -0.31 0.11 -0.5886
O -1.302016 1.418405 4.391673 -0.20 0.00 -0.25 -0.7248
O -2.464909 2.023981 2.235424 0.16 -0.07 0.45 -0.6836
C 1.323753 1.491968 2.854033 -0.04 -0.27 -0.06 -0.4756
C 2.554515 1.863357 2.315992 0.03 0.22 0.00 -0.5303
H 3.577937 3.068971 0.845041 -0.31 -0.11 0.06 0.3563
H 1.459666 3.964117 -0.140057 -0.04 -0.21 0.35 0.3573
H -0.735268 3.275121 0.812275 0.15 -0.28 0.05 0.4331
H -1.928544 -2.358947 3.167636 -0.12 0.72 0.30 0.5608
H -1.776663 -1.006830 4.521080 0.17 -0.44 -0.33 0.3952
H 1.320102 -0.102841 0.124548 -0.03 -0.32 0.22 0.4672
H 3.418441 -1.426815 0.375198 -0.28 -0.19 0.01 0.3913
H 3.291143 -3.855647 0.942161 -0.16 0.12 0.03 0.3560
H 1.067636 -4.953498 1.237533 0.09 0.29 -0.14 0.3700
H -1.017113 -3.614487 0.949758 0.27 0.13 0.06 0.5134
H 1.275127 0.828233 3.714667 0.06 -0.08 -0.22 0.3366
H 3.465908 1.446405 2.749731 -0.26 0.21 -0.12 0.4321
C -0.276093 -3.055603 4.522428 1.18 -0.93 0.15 -0.6237
N 0.772379 -2.197755 4.792367 0.91 0.31 -0.37 1.1218
O 1.448842 -1.690331 3.827828 -1.11 -0.69 0.99 -0.6236
O 1.039217 -1.887083 5.985950 -0.13 0.22 -1.29 -0.7708
C -0.846023 -3.871826 5.564476 -0.07 -0.55 0.12 0.6201
C -0.254302 -4.021304 6.852811 -0.30 -0.25 0.33 -0.6348
C -0.804753 -4.846570 7.818151 -0.59 -0.38 -0.39 -0.3996
C -1.969881 -5.588214 7.522162 0.42 0.95 -0.83 -0.0680
N -2.579059 -6.394575 8.524671 -1.14 -1.20 1.42 0.9236
O -3.654067 -6.978092 8.247669 1.59 0.79 0.39 -0.6335
O -2.043811 -6.493044 9.651406 -0.65 0.22 -1.73 -0.6284
C -2.561827 -5.499284 6.238409 0.24 -0.16 0.60 -0.6100
C -1.997832 -4.686010 5.275708 0.62 0.36 0.18 -0.5443
H -0.370256 -3.431042 3.491053 0.48 0.50 0.76 0.2869
H 0.670608 -3.503942 7.080866 -0.42 -0.06 -0.07 0.4585
H -0.353451 -4.942393 8.803631 -0.07 -0.01 -0.28 0.4320
H -3.455750 -6.093903 6.051875 0.30 0.20 -0.06 0.4314
H -2.406702 -4.678725 4.262552 0.00 0.07 0.32 0.3439
```
Positions in Å, forces in eV/Å.

## Properties
multiplicity: 1
charge: -1
HOMO level: -4.731 eV
HOMO-LUMO gap: 6.5 eV
lowest unoccupied orbital energy: 1.7410 eV

---

No. 3
Density functional theory data (ωB97M-V/def2-TZVPD) for C25H62GaN4O as an isolated structure.

XYZ file:
```
93
Properties=species:S:1:pos:R:3:forces:R:3:mulliken_charge:R:1
C -1.307111 -1.298108 0.380855 0.02 0.18 -0.50 -0.7289
C -0.585615 -0.209201 -0.370035 0.30 -0.36 -0.12 0.2235
O 0.556459 -0.339877 -0.775525 -0.65 0.21 0.38 -0.6328
N -1.331916 1.006199 -0.497627 0.56 0.51 0.02 0.2945
C -0.454205 2.147414 -0.173335 -0.07 -0.55 -0.09 -1.0706
C -1.845073 1.173619 -1.877659 -0.02 -0.41 0.00 -0.2964
C -3.034585 0.278518 -2.213848 -0.19 0.17 0.51 -0.8691
C -4.398480 0.818996 -1.731445 0.19 -0.42 0.14 -0.2543
C -4.771394 0.416938 -0.298525 -0.07 0.18 -0.38 -0.7810
Ga -6.518220 1.254710 0.381981 0.02 -0.14 0.33 0.0527
H -2.373898 -1.220454 0.190347 -0.08 -0.06 0.13 0.2272
H -0.914343 -2.270021 0.097128 0.05 -0.10 0.11 0.2139
H -1.150000 -1.116321 1.442935 0.01 -0.02 0.13 0.2375
H -1.066167 3.039005 -0.092610 -0.07 0.12 -0.02 0.3066
H 0.326439 2.277448 -0.926701 0.08 0.17 -0.06 0.3882
H 0.027800 1.955126 0.783819 0.01 0.09 0.07 0.3500
H -2.105799 2.226642 -1.972372 -0.16 0.06 -0.05 0.1331
H -1.029462 0.973399 -2.585932 0.15 0.12 -0.01 0.3678
H -3.037302 0.077635 -3.286037 0.03 0.10 -0.13 0.5301
H -2.891100 -0.678497 -1.708100 0.05 -0.18 -0.29 0.2542
H -5.159095 0.416131 -2.404074 -0.15 0.18 -0.08 0.4535
H -4.408614 1.905877 -1.833257 -0.06 0.11 -0.11 -0.1859
H -3.938743 0.658205 0.363795 0.01 0.05 0.14 0.1856
H -4.893013 -0.672018 -0.289469 0.02 -0.09 0.11 0.3326
H -7.590645 0.060468 0.635010 -0.03 0.03 -0.10 -0.2623
H -6.238859 1.971844 1.808678 0.02 0.05 0.01 -0.2526
H -7.099051 2.351899 -0.650449 0.05 0.00 -0.15 -0.2823
C 4.685119 -5.734504 -1.770013 -0.01 -0.03 -0.02 -1.4667
C 3.722088 -5.359834 -0.653815 -0.03 -0.05 -0.10 -0.2911
N 4.093016 -4.137774 0.030553 0.11 0.01 0.13 0.2474
C 3.353996 -3.918618 1.260269 -0.09 -0.04 0.19 -0.7501
C 1.840679 -3.688119 1.160723 0.00 0.08 0.10 -1.0600
C 4.255540 -2.966188 -0.815139 0.04 0.12 -0.22 -0.7301
C 3.055310 -2.531483 -1.664995 0.07 0.07 0.02 -0.6107
H 5.708949 -5.788072 -1.397015 0.01 0.04 0.01 0.3290
H 4.416731 -6.711153 -2.175508 0.00 -0.01 0.00 0.4442
H 4.655236 -5.020962 -2.593833 0.00 0.01 0.00 0.2927
H 3.727040 -6.163168 0.088499 -0.04 0.03 0.05 0.4454
H 2.700674 -5.325334 -1.065443 0.01 -0.02 -0.01 0.2398
H 3.807712 -3.068800 1.779309 0.02 0.03 -0.05 0.2915
H 3.531424 -4.785536 1.907161 0.01 -0.04 -0.07 0.2254
H 1.603686 -2.697929 0.773281 -0.02 -0.03 -0.04 0.0609
H 1.394300 -3.761672 2.155240 -0.01 -0.01 -0.01 0.5668
H 1.351734 -4.431101 0.529556 0.02 -0.02 -0.02 0.4433
H 5.110311 -3.139155 -1.475202 -0.02 -0.08 0.01 0.3453
H 4.558958 -2.135805 -0.172693 -0.04 -0.02 0.07 0.3364
H 2.586350 -3.375314 -2.174823 0.04 -0.02 -0.01 0.2498
H 3.385031 -1.829031 -2.433249 0.01 0.00 0.00 0.4032
H 2.296496 -2.022547 -1.077790 -0.07 -0.02 -0.04 0.0161
C -5.695070 3.947233 -3.664663 -0.01 0.02 -0.03 -1.3393
C -5.336861 5.265121 -4.332779 -0.05 -0.15 0.00 -0.3943
N -3.999259 5.725301 -4.001053 0.02 0.10 -0.05 0.1762
C -3.736904 7.091485 -4.403715 0.00 0.12 0.04 -0.7356
C -3.724873 7.417587 -5.904041 0.06 0.07 0.00 -0.9807
C -2.931492 4.770630 -4.232777 0.09 -0.17 0.07 -0.1611
C -2.754488 4.217802 -5.654323 0.09 0.01 0.01 -1.1058
H -5.568045 4.001017 -2.583889 0.00 -0.02 0.01 0.3248
H -6.738212 3.701999 -3.863518 -0.02 -0.01 0.02 0.4703
H -5.092428 3.118834 -4.039427 -0.01 -0.01 0.01 0.2167
H -6.038800 6.030803 -3.990987 0.04 0.06 -0.01 0.4632
H -5.491662 5.166652 -5.420827 -0.01 0.02 0.00 0.2426
H -2.781189 7.397381 -3.967651 0.03 -0.05 -0.01 0.3598
H -4.493773 7.720422 -3.924116 -0.05 -0.04 -0.01 0.4236
H -2.826946 7.044811 -6.395897 -0.02 -0.05 -0.01 0.2184
H -3.745141 8.501037 -6.044903 0.00 0.00 0.01 0.4032
H -4.593925 7.004640 -6.416737 -0.01 -0.02 0.01 0.2770
H -3.085708 3.926256 -3.556974 -0.06 0.01 -0.01 -0.1952
H -1.995051 5.230085 -3.904744 -0.01 0.07 -0.02 0.3850
H -3.707949 3.931672 -6.099877 -0.02 -0.01 0.02 0.2674
H -2.127457 3.324265 -5.623867 0.00 0.00 0.01 0.4167
H -2.268604 4.932500 -6.318309 -0.06 0.02 -0.03 0.3075
C 2.052552 -1.815863 4.641522 -0.01 0.03 -0.06 -1.0229
C 3.087791 -1.323836 5.639654 -0.03 0.02 -0.11 -0.3548
N 3.543717 -2.364591 6.542934 0.01 0.00 0.07 0.0904
C 4.312254 -1.861629 7.665165 0.01 0.05 0.14 -0.7236
C 5.661184 -1.189273 7.377265 0.03 -0.03 0.07 -0.9632
C 4.052790 -3.565612 5.904670 -0.01 -0.16 -0.12 -0.7530
C 5.221834 -3.418693 4.920215 0.02 -0.08 0.05 -0.9102
H 1.206346 -2.279688 5.149648 0.02 -0.03 0.03 0.3301
H 1.678040 -0.977561 4.053192 0.00 0.01 -0.01 0.4636
H 2.473398 -2.538095 3.941131 -0.01 0.01 0.00 -0.1689
H 2.637099 -0.534611 6.247075 0.05 0.00 0.06 0.4748
H 3.915403 -0.852744 5.085110 -0.02 0.02 -0.01 0.2454
H 4.469397 -2.686744 8.365714 0.00 -0.04 -0.04 0.3571
H 3.678272 -1.143385 8.194471 -0.03 0.02 -0.06 0.4212
H 6.429397 -1.913053 7.107799 -0.01 0.00 -0.05 0.2252
H 6.008367 -0.666684 8.271279 -0.01 0.00 0.00 0.3956
H 5.587311 -0.452873 6.576815 -0.02 0.00 -0.02 0.2758
H 3.223252 -4.042236 5.376889 -0.02 0.05 -0.01 0.3789
H 4.329332 -4.270404 6.693058 0.03 0.05 0.05 0.3626
H 5.074496 -2.583660 4.234144 -0.02 0.00 -0.01 0.2003
H 5.309049 -4.323474 4.315317 -0.01 0.00 0.00 0.3604
H 6.174168 -3.276302 5.429382 0.00 0.07 -0.01 0.3117
```
Positions in Å, forces in eV/Å.

## Properties
multiplicity: 1
charge: -1
HOMO level: -4.560 eV
HOMO-LUMO gap: 6.8 eV
lowest unoccupied orbital energy: 2.2268 eV